1.
# C24H68N4O12

8 unconnected molecules or ions with the total composition C24H68N4O12 at a distorted geometry (ωB97M-V/def2-TZVPD, OMol25).

Last columns: bonded neighbours and bond lengths (Å).
Geometry (Å):
1 O 18.11 13.80 13.41  H2 0.957, H3 0.957
2 H 18.34 14.73 13.34  O1 0.957
3 H 17.40 13.67 12.78  O1 0.957
4 O 13.57 12.94 12.83  H5 0.957, H6 0.957
5 H 12.95 13.09 12.11  O4 0.957
6 H 13.09 13.20 13.61  O4 0.957
7 O 15.25 12.10 9.79  H8 0.957, H9 0.957
8 H 15.88 11.38 9.84  O7 0.957
9 H 14.46 11.69 9.43  O7 0.957
10 O 15.90 13.96 12.01  H11 0.957, H12 0.957
11 H 15.60 13.60 11.17  O10 0.957
12 H 15.17 13.80 12.61  O10 0.957
13 C 14.15 16.27 11.06  O14 1.395, H22 1.090, H23 1.090, H24 1.090
14 O 13.13 17.16 10.74  C13 1.395, C15 1.420
15 C 13.35 17.74 9.46  O14 1.420, C16 1.564, H25 1.090, H26 1.090
16 C 12.41 18.98 9.42  C15 1.564, N17 1.467, H27 1.090, H28 1.090
17 N 11.02 18.52 9.42  C16 1.467, C18 1.518, H29 1.010
18 C 10.14 19.76 9.50  N17 1.518, C19 1.515, H30 1.090, H31 1.090
19 C 8.65 19.47 9.50  C18 1.515, O20 1.464, H32 1.090, H33 1.090
20 O 8.30 19.27 8.09  C19 1.464, C21 1.404
21 C 6.98 18.97 7.71  O20 1.404, H34 1.090, H35 1.090, H36 1.090
22 H 15.18 16.58 10.88  C13 1.090
23 H 13.95 15.32 10.56  C13 1.090
24 H 14.12 15.99 12.11  C13 1.090
25 H 13.10 17.07 8.64  C15 1.090
26 H 14.33 18.18 9.33  C15 1.090
27 H 12.62 19.46 8.46  C16 1.090
28 H 12.61 19.81 10.10  C16 1.090
29 H 10.83 17.83 10.14  N17 1.010
30 H 10.27 20.54 8.75  C18 1.090
31 H 10.28 20.23 10.47  C18 1.090
32 H 8.11 20.36 9.80  C19 1.090
33 H 8.45 18.65 10.20  C19 1.090
34 H 6.69 18.03 8.16  C21 1.090
35 H 6.93 18.92 6.62  C21 1.090
36 H 6.30 19.76 8.04  C21 1.090
37 C 11.86 10.85 8.65  O38 1.444, H46 1.090, H47 1.090, H48 1.090
38 O 13.03 10.28 9.26  C37 1.444, C39 1.440
39 C 13.71 9.27 8.50  O38 1.440, C40 1.527, H49 1.090, H50 1.090
40 C 14.68 8.57 9.44  C39 1.527, N41 1.490, H51 1.090, H52 1.090
41 N 15.99 8.39 8.76  C40 1.490, C42 1.392, H53 1.010
42 C 16.96 7.91 9.64  N41 1.392, C43 1.540, H54 1.090, H55 1.090
43 C 17.29 8.86 10.80  C42 1.540, O44 1.406, H56 1.090, H57 1.090
44 O 17.32 10.16 10.27  C43 1.406, C45 1.373
45 C 17.83 11.07 11.17  O44 1.373, H58 1.090, H59 1.090, H60 1.090
46 H 11.30 11.59 9.23  C37 1.090
47 H 11.12 10.07 8.44  C37 1.090
48 H 12.24 11.44 7.81  C37 1.090
49 H 14.16 9.69 7.60  C39 1.090
50 H 13.04 8.53 8.06  C39 1.090
51 H 14.25 7.57 9.58  C40 1.090
52 H 14.79 9.09 10.39  C40 1.090
53 H 16.16 9.37 8.59  N41 1.010
54 H 17.84 7.75 9.01  C42 1.090
55 H 16.58 6.98 10.05  C42 1.090
56 H 18.21 8.62 11.33  C43 1.090
57 H 16.46 8.79 11.51  C43 1.090
58 H 17.70 12.12 10.88  C45 1.090
59 H 18.91 10.96 11.17  C45 1.090
60 H 17.48 11.03 12.20  C45 1.090
61 C 16.03 16.49 18.67  O62 1.403, H70 1.090, H71 1.090, H72 1.090
62 O 14.80 16.01 18.20  C61 1.403, C63 1.409
63 C 14.35 14.86 18.88  O62 1.409, C64 1.483, H73 1.090, H74 1.090
64 C 13.41 14.02 18.10  C63 1.483, N65 1.423, H75 1.090, H76 1.090
65 N 13.97 13.29 17.02  C64 1.423, C66 1.471, H77 1.010
66 C 14.47 14.11 15.90  N65 1.471, C67 1.545, H78 1.090, H79 1.090
67 C 13.54 15.19 15.31  C66 1.545, O68 1.408, H80 1.090, H81 1.090
68 O 12.34 14.66 14.79  C67 1.408, C69 1.368
69 C 11.68 15.64 14.11  O68 1.368, H82 1.090, H83 1.090, H84 1.090
70 H 16.22 17.50 18.31  C61 1.090
71 H 16.84 15.81 18.42  C61 1.090
72 H 16.01 16.49 19.76  C61 1.090
73 H 13.83 15.25 19.76  C63 1.090
74 H 15.13 14.27 19.35  C63 1.090
75 H 12.61 14.74 17.93  C64 1.090
76 H 12.88 13.23 18.64  C64 1.090
77 H 13.18 12.83 16.58  N65 1.010
78 H 14.94 13.50 15.14  C66 1.090
79 H 15.27 14.69 16.35  C66 1.090
80 H 14.16 15.80 14.65  C67 1.090
81 H 13.24 15.87 16.11  C67 1.090
82 H 12.08 15.92 13.13  C69 1.090
83 H 11.64 16.54 14.72  C69 1.090
84 H 10.72 15.23 13.82  C69 1.090
85 C 13.62 10.00 18.52  O86 1.411, H94 1.090, H95 1.090, H96 1.090
86 O 14.71 9.54 19.27  C85 1.411, C87 1.439
87 C 15.12 8.17 19.08  O86 1.439, C88 1.574, H97 1.090, H98 1.090
88 C 15.79 7.92 17.68  C87 1.574, N89 1.482, H99 1.090, H100 1.090
89 N 17.08 8.62 17.45  C88 1.482, C90 1.537, H101 1.010
90 C 17.65 8.22 16.08  N89 1.537, C91 1.571, H102 1.090, H103 1.090
91 C 16.78 8.84 14.94  C90 1.571, O92 1.413, H104 1.090, H105 1.090
92 O 16.91 10.25 15.02  C91 1.413, C93 1.409
93 C 15.91 10.92 14.31  O92 1.409, H106 1.090, H107 1.090, H108 1.090
94 H 13.47 11.08 18.62  C85 1.090
95 H 12.69 9.42 18.53  C85 1.090
96 H 13.99 9.89 17.50  C85 1.090
97 H 14.31 7.48 19.31  C87 1.090
98 H 15.86 8.01 19.87  C87 1.090
99 H 15.08 8.13 16.89  C88 1.090
100 H 16.00 6.85 17.71  C88 1.090
101 H 16.82 9.59 17.38  N89 1.010
102 H 17.57 7.14 16.00  C90 1.090
103 H 18.70 8.49 16.04  C90 1.090
104 H 15.74 8.53 14.92  C91 1.090
105 H 17.21 8.61 13.96  C91 1.090
106 H 16.15 11.96 14.08  C93 1.090
107 H 15.02 11.01 14.93  C93 1.090
108 H 15.64 10.40 13.39  C93 1.090

Computed properties:
**SMILES string**: COCCNCCOC.COCCNCCOC.COCCNCCOC.COCCNCCOC.O.O.O.O
**Total energy**: -2076.84412 a.u.
**Relative energy (zero: lowest compared OMol25 entry of this formula, charge and spin)**: 73.79 kcal/mol
**LUMO level**: 0.32 eV
**HOMO-LUMO gap**: 9.040 eV
**HOMO energy**: -8.72 eV


2.
# C24H68O28S7

12 unconnected molecules or ions with the total composition C24H68O28S7 at a distorted geometry (ωB97M-V/def2-TZVPD, OMol25).

Last columns: bonded neighbours and bond lengths (Å).
Geometry (Å):
1 O 0.86 -1.90 -5.42  S2 1.482
2 S 1.43 -3.12 -4.79  O1 1.482, O3 1.442, O4 1.623, C7 1.781
3 O 2.85 -3.21 -4.55  S2 1.442
4 O 0.66 -3.31 -3.37  S2 1.623, C5 1.421
5 C 0.87 -4.50 -2.62  O4 1.421, C6 1.556, H8 1.090, H9 1.090
6 C -0.11 -4.79 -1.45  C5 1.556, H10 1.090, H11 1.090, H12 1.090
7 C 0.79 -4.52 -5.69  S2 1.781, H13 1.090, H14 1.090, H15 1.090
8 H 1.85 -4.49 -2.14  C5 1.090
9 H 0.76 -5.45 -3.14  C5 1.090
10 H 0.17 -5.73 -0.97  C6 1.090
11 H -1.14 -4.84 -1.81  C6 1.090
12 H -0.13 -3.95 -0.76  C6 1.090
13 H -0.17 -4.85 -5.29  C7 1.090
14 H 1.45 -5.37 -5.57  C7 1.090
15 H 0.79 -4.26 -6.75  C7 1.090
16 O 4.34 0.65 -0.45  S17 1.425
17 S 3.87 1.57 0.53  O16 1.425, O18 1.481, O19 1.642, C22 1.902
18 O 3.06 2.76 0.21  S17 1.481
19 O 3.38 0.73 1.85  S17 1.642, C20 1.401
20 C 2.50 1.39 2.72  O19 1.401, C21 1.480, H23 1.090, H24 1.090
21 C 2.81 0.67 3.97  C20 1.480, H25 1.090, H26 1.090, H27 1.090
22 C 5.46 2.28 1.32  S17 1.902, H28 1.090, H29 1.090, H30 1.090
23 H 1.46 1.33 2.41  C20 1.090
24 H 2.78 2.44 2.83  C20 1.090
25 H 2.71 1.44 4.73  C21 1.090
26 H 3.86 0.38 4.00  C21 1.090
27 H 2.03 -0.05 4.22  C21 1.090
28 H 5.82 2.92 0.51  C22 1.090
29 H 6.11 1.41 1.44  C22 1.090
30 H 5.24 2.79 2.25  C22 1.090
31 O 5.64 2.60 -4.91  S32 1.469
32 S 4.49 1.71 -5.15  O31 1.469, O33 1.403, O34 1.644, C37 1.799
33 O 3.48 2.08 -6.05  S32 1.403
34 O 5.10 0.25 -5.58  S32 1.644, C35 1.449
35 C 4.19 -0.64 -6.28  O34 1.449, C36 1.513, H38 1.090, H39 1.090
36 C 4.94 -1.89 -6.69  C35 1.513, H40 1.090, H41 1.090, H42 1.090
37 C 3.77 1.15 -3.60  S32 1.799, H43 1.090, H44 1.090, H45 1.090
38 H 3.87 -0.13 -7.19  C35 1.090
39 H 3.25 -0.81 -5.77  C35 1.090
40 H 4.39 -2.28 -7.55  C36 1.090
41 H 5.02 -2.65 -5.91  C36 1.090
42 H 5.96 -1.71 -7.00  C36 1.090
43 H 2.90 0.52 -3.80  C37 1.090
44 H 3.38 2.02 -3.07  C37 1.090
45 H 4.58 0.75 -3.00  C37 1.090
46 O -0.92 5.17 4.65  S47 1.472
47 S -0.09 4.09 4.09  O46 1.472, O48 1.454, O49 1.648, C52 1.869
48 O 0.47 4.10 2.75  S47 1.454
49 O 1.14 3.69 5.11  S47 1.648, C50 1.441
50 C 0.96 3.69 6.54  O49 1.441, C51 1.513, H53 1.090, H54 1.090
51 C 1.42 5.08 6.94  C50 1.513, H55 1.090, H56 1.090, H57 1.090
52 C -1.04 2.49 4.22  S47 1.869, H58 1.090, H59 1.090, H60 1.090
53 H 1.65 2.97 6.98  C50 1.090
54 H -0.01 3.39 6.93  C50 1.090
55 H 2.50 5.18 6.89  C51 1.090
56 H 1.04 5.20 7.95  C51 1.090
57 H 1.07 5.87 6.28  C51 1.090
58 H -0.29 1.72 4.05  C52 1.090
59 H -1.77 2.46 3.41  C52 1.090
60 H -1.53 2.39 5.19  C52 1.090
61 O 0.41 -4.66 2.21  S62 1.464
62 S 1.69 -3.96 2.27  O61 1.464, O63 1.475, O64 1.649, C67 1.807
63 O 2.86 -4.68 2.81  S62 1.475
64 O 1.95 -3.34 0.76  S62 1.649, C65 1.459
65 C 3.20 -2.66 0.47  O64 1.459, C66 1.566, H68 1.090, H69 1.090
66 C 4.18 -3.45 -0.46  C65 1.566, H70 1.090, H71 1.090, H72 1.090
67 C 1.45 -2.41 3.16  S62 1.807, H73 1.090, H74 1.090, H75 1.090
68 H 3.63 -2.46 1.46  C65 1.090
69 H 3.12 -1.60 0.21  C65 1.090
70 H 5.19 -3.62 -0.10  C66 1.090
71 H 4.27 -2.84 -1.36  C66 1.090
72 H 3.73 -4.40 -0.76  C66 1.090
73 H 0.73 -1.86 2.55  C67 1.090
74 H 2.48 -2.06 3.13  C67 1.090
75 H 1.14 -2.63 4.18  C67 1.090
76 O -5.37 -0.48 5.36  S77 1.450
77 S -4.16 -0.05 4.69  O76 1.450, O78 1.405, O79 1.623, C82 1.822
78 O -3.01 0.30 5.43  S77 1.405
79 O -3.92 -1.15 3.52  S77 1.623, C80 1.411
80 C -2.63 -1.28 2.97  O79 1.411, C81 1.546, H83 1.090, H84 1.090
81 C -2.65 -2.40 1.91  C80 1.546, H85 1.090, H86 1.090, H87 1.090
82 C -4.60 1.35 3.60  S77 1.822, H88 1.090, H89 1.090, H90 1.090
83 H -1.90 -1.47 3.75  C80 1.090
84 H -2.35 -0.35 2.46  C80 1.090
85 H -1.65 -2.50 1.50  C81 1.090
86 H -3.37 -2.03 1.18  C81 1.090
87 H -2.91 -3.38 2.30  C81 1.090
88 H -4.81 2.23 4.20  C82 1.090
89 H -5.48 0.96 3.09  C82 1.090
90 H -3.75 1.54 2.95  C82 1.090
91 O -4.47 1.83 -1.86  S92 1.460
92 S -4.91 0.88 -0.84  O91 1.460, O93 1.465, O94 1.690, C97 1.886
93 O -4.33 1.05 0.50  S92 1.465
94 O -6.59 1.04 -0.76  S92 1.690, C95 1.437
95 C -7.28 0.42 0.34  O94 1.437, C96 1.536, H98 1.090, H99 1.090
96 C -8.78 0.70 0.16  C95 1.536, H100 1.090, H101 1.090, H102 1.090
97 C -4.82 -0.87 -1.53  S92 1.886, H103 1.090, H104 1.090, H105 1.090
98 H -7.07 0.91 1.30  C95 1.090
99 H -7.13 -0.66 0.39  C95 1.090
100 H -9.09 1.74 0.28  C96 1.090
101 H -9.47 0.01 0.65  C96 1.090
102 H -8.92 0.45 -0.89  C96 1.090
103 H -5.40 -1.48 -0.84  C97 1.090
104 H -3.83 -1.27 -1.73  C97 1.090
105 H -5.28 -0.97 -2.51  C97 1.090
106 O -1.37 4.11 -1.28  H107 0.957, H108 0.957
107 H -0.42 4.01 -1.28  O106 0.957
108 H -1.69 3.34 -1.75  O106 0.957
109 O -3.18 3.74 1.10  H110 0.957, H111 0.957
110 H -3.04 3.13 0.38  O109 0.957
111 H -4.02 3.49 1.48  O109 0.957
112 O -0.80 2.25 -5.62  H113 0.957, H114 0.957
113 H -1.27 1.88 -4.87  O112 0.957
114 H -0.54 1.49 -6.14  O112 0.957
115 O -2.36 2.47 -3.40  H116 0.957, H117 0.957
116 H -2.71 2.72 -4.25  O115 0.957
117 H -3.14 2.27 -2.87  O115 0.957
118 C 0.67 -0.53 -1.34  C119 1.557, O123 1.423, H124 1.090, H125 1.090
119 C -0.63 -0.19 -2.14  C118 1.557, O120 1.412, H126 1.090, H127 1.090
120 O -1.38 0.50 -1.18  C119 1.412, C121 1.375
121 C -0.65 0.81 -0.05  O120 1.375, O122 1.226, O123 1.361
122 O -1.00 1.63 0.79  C121 1.226
123 O 0.49 0.07 -0.07  C118 1.423, C121 1.361
124 H 1.56 0.01 -1.64  C118 1.090
125 H 0.92 -1.58 -1.17  C118 1.090
126 H -1.06 -1.16 -2.40  C119 1.090
127 H -0.36 0.28 -3.09  C119 1.090

Computed properties:
**SMILES string**: CCOS(C)(=O)=O.CCOS(C)(=O)=O.CCOS(C)(=O)=O.CCOS(C)(=O)=O.CCOS(C)(=O)=O.CCOS(C)(=O)=O.CCOS(C)(=O)=O.O=C1OCCO1.O.O.O.O
**Total energy**: -5849.05359 a.u.
**LUMO level**: -0.38 eV
**HOMO-LUMO gap**: 9.735 eV
**HOMO energy**: -10.12 eV